1.
The following is a DFT calculation (ωB97M-V/def2-TZVPD) of a 2-piece molecular cluster, C9H16N2O2 overall at a distorted geometry.

Structure (XYZ):
```
29
Properties=species:S:1:pos:R:3:forces:R:3
C 0.053 -1.817 -0.590 -1.6 2.0 -0.8
H -0.150 -0.624 -0.829 1.2 -3.0 0.9
H 2.714 -1.520 -0.605 0.5 1.6 0.1
H -2.040 2.861 3.056 -1.7 -0.4 -3.4
H -2.774 4.144 -0.831 0.5 -0.9 1.4
C -4.738 4.221 1.839 -0.2 -3.2 2.8
H -0.826 -2.243 -1.009 -1.6 -0.2 0.2
H -4.208 3.212 3.666 0.2 -0.7 0.0
H 1.112 -2.126 -2.510 0.5 0.0 1.5
H 5.613 -3.528 -1.601 1.0 -1.2 0.1
C 1.090 -2.516 -1.443 2.1 -0.1 0.8
H 2.307 -2.654 0.549 -0.1 -0.8 -2.6
N -2.726 2.934 2.162 2.1 -1.0 6.0
H 3.373 -2.774 -2.464 1.3 -0.7 1.9
H 3.555 -4.381 -1.486 -0.5 2.9 0.3
O -1.042 2.941 0.628 -0.6 1.0 1.3
C -4.368 4.168 0.400 -2.9 0.1 0.3
C -3.966 3.287 2.617 -2.3 5.3 -2.3
H 5.635 -2.107 -0.867 0.0 2.9 -0.8
H 0.042 -2.040 0.510 0.4 0.4 -1.1
C 5.103 -2.996 -0.834 -1.8 -0.5 -0.3
C -2.151 3.330 1.013 3.1 -2.5 -2.0
C 2.418 -2.535 -0.637 0.6 1.3 1.4
H 5.396 -3.178 0.222 -1.0 -1.3 -0.6
N -2.984 3.900 0.163 -4.0 2.8 -3.3
H -5.800 4.541 2.288 2.6 -0.7 -1.7
C 3.591 -3.156 -1.370 0.5 -2.6 -0.8
H 1.046 -3.582 -1.590 -1.7 -0.7 0.0
O -5.274 4.238 -0.450 3.1 0.2 0.9
```
Forces are in eV/Å.

Computed properties:
* E: -16664.3469 eV
* HOMO-LUMO gap: 9.51 eV
* HOMO level: -9.4 eV
* LUMO energy: 0.1239 eV

Here are the Löwdin charges for atoms 1 to 8, given in e:
1 C -0.14
2 H 0.13
3 H 0.08
4 H 0.24
5 H 0.20
6 C 0.02
7 H 0.03
8 H 0.11



2.
The following is a DFT calculation (ωB97M-V/def2-TZVPD) of an isolated molecule of C9H16N2O2 at a distorted geometry.

Structure (XYZ):
```
29
Properties=species:S:1:pos:R:3:forces:R:3
C 0.062 0.307 0.963 -0.1 -1.3 -0.1
O 2.821 -0.551 0.138 -0.2 -0.3 -2.1
H -3.436 0.252 1.032 1.1 -0.5 -0.3
C -1.340 0.851 0.629 -0.2 0.2 0.2
N 1.057 1.195 0.445 0.7 0.4 -2.4
H -1.520 2.367 2.331 0.0 -1.2 1.9
H -0.717 -1.804 1.297 2.1 0.9 0.6
H -2.628 2.551 1.120 -1.4 0.4 -0.8
C -1.250 0.958 -0.898 -4.2 0.4 -2.1
C -1.641 2.246 1.295 0.8 -1.7 -0.4
H -2.201 1.487 -1.463 1.7 -1.2 1.9
H -1.317 -0.063 -1.329 0.6 0.6 0.1
H 3.099 1.514 -0.215 -0.4 0.2 -0.1
H 2.461 -2.346 -3.313 0.4 -0.8 -1.9
H 1.238 -1.505 1.438 -0.8 -0.1 0.6
H 0.332 -1.535 -0.009 0.1 -0.3 -0.6
H -0.950 3.003 1.068 0.9 1.0 -1.6
H -0.490 1.568 -1.330 1.0 0.0 0.2
C 0.255 -1.250 1.030 -1.4 0.7 -1.1
C 2.027 -2.304 -2.371 1.3 -2.2 3.0
O 0.885 1.020 1.824 0.7 0.4 2.4
C 2.242 -0.362 -1.142 -0.2 1.1 2.2
N 1.780 -0.953 -2.137 -0.3 2.7 1.1
H -2.230 -0.442 2.119 -0.2 -0.2 -0.7
C -2.404 -0.217 1.041 -1.0 2.8 1.8
H 1.210 -3.017 -2.173 -0.3 0.7 -0.7
H 2.782 -2.681 -1.627 -0.2 0.1 -0.7
C 2.282 0.800 -0.208 -0.6 -1.8 0.3
H -2.410 -1.089 0.446 0.1 -0.9 -0.6
```
Forces are in eV/Å.

Computed properties:
* E: -16661.7037 eV
* HOMO-LUMO gap: 10.19 eV
* HOMO level: -9.4 eV
* LUMO energy: 0.8095 eV

Here are the Löwdin charges for atoms 1 to 8, given in e:
1 C -0.43
2 O 0.03
3 H 0.10
4 C -0.46
5 N 0.01
6 H 0.06
7 H 0.10
8 H 0.06



3.
The following is a DFT calculation (ωB97M-V/def2-TZVPD) of a 2-piece molecular cluster, C9H16N2O2 overall at a distorted geometry.

Structure (XYZ):
```
29
Properties=species:S:1:pos:R:3:forces:R:3
O -4.668 1.280 1.450 -0.5 -1.4 -1.3
C 2.596 0.477 0.235 -0.2 -0.1 0.7
C -4.200 0.480 0.644 2.0 1.9 2.0
H 2.752 -1.585 -0.534 -0.4 -0.3 -1.0
C -2.821 -1.240 -1.138 -1.8 -2.5 1.9
N -2.904 0.816 0.116 -2.8 -2.8 -0.3
H 4.345 -0.787 1.884 0.3 0.9 0.6
H -2.604 1.724 0.367 0.5 0.8 0.3
N -4.669 -0.801 0.377 -0.1 -0.5 0.5
H 3.293 1.002 -0.414 0.7 -0.3 0.0
H 4.941 -0.831 0.202 0.9 0.9 -0.5
H -2.382 -2.006 -1.825 -0.1 1.2 0.8
C -3.978 -1.670 -0.428 2.6 1.7 -2.3
C -2.109 -0.041 -0.647 1.1 1.5 -1.1
H 1.639 2.580 -1.620 0.1 -0.3 0.1
C 2.841 -1.038 0.371 0.3 1.1 1.8
C 4.252 -1.209 0.909 0.0 -2.7 0.6
H 1.318 2.905 0.120 0.1 -0.4 -0.7
H 1.037 0.272 -1.377 0.9 -0.1 1.8
O -0.952 0.340 -0.889 -4.4 -1.7 -0.8
C 1.078 2.233 -0.747 -1.6 1.3 1.4
H 4.633 -2.264 1.095 -0.9 0.8 -0.5
H 2.723 0.926 1.295 -0.4 -0.5 -1.6
H 2.068 -1.367 1.105 0.6 -0.2 -0.6
H -0.023 2.441 -0.933 1.3 -0.2 -0.1
H -5.380 -1.238 0.978 0.4 1.1 -0.3
H -4.445 -2.648 -0.553 0.3 0.3 -0.1
C 1.245 0.762 -0.363 -0.7 0.5 -0.5
H 0.374 0.487 0.322 2.0 0.3 -0.7
```
Forces are in eV/Å.

Computed properties:
* E: -16666.8239 eV
* HOMO-LUMO gap: 9.53 eV
* HOMO level: -9.5 eV
* LUMO energy: 0.0845 eV

Here are the Löwdin charges for atoms 1 to 8, given in e:
1 O 0.06
2 C -0.25
3 C -0.44
4 H 0.09
5 C 0.04
6 N 0.20
7 H 0.05
8 H 0.15



4.
The following is a DFT calculation (ωB97M-V/def2-TZVPD) of a 2-piece molecular cluster, C9H16N2O2 overall at a distorted geometry.

Structure (XYZ):
```
29
Properties=species:S:1:pos:R:3:forces:R:3
C -1.100 -0.999 1.448 -1.0 0.6 1.0
H 1.419 -0.728 1.065 0.9 0.6 -0.8
C 1.098 0.747 -0.460 -0.4 -0.1 -0.7
H 2.877 0.192 0.565 0.0 -0.5 -0.3
H 0.243 1.291 1.392 0.2 0.0 0.3
C 2.262 -1.520 -0.747 0.6 0.5 0.4
N -0.772 -1.941 0.548 0.2 -1.3 -1.2
H -0.260 -2.707 0.882 0.9 -0.8 0.8
H 3.006 -2.143 -0.251 0.1 -0.2 -0.2
H -2.269 0.656 1.585 0.1 -0.3 -0.5
H 1.567 1.179 -1.376 -0.2 -0.2 0.6
O -3.246 0.908 -0.636 -0.3 -0.4 -0.2
N -1.995 -0.076 0.923 0.5 0.1 2.1
C -1.234 -2.045 -0.732 -1.5 2.1 0.2
H 1.619 2.287 0.891 0.1 -0.1 0.3
C 0.706 1.796 0.549 0.1 0.7 -0.3
H 0.161 3.391 -0.812 0.1 0.2 -0.2
H -2.370 -1.141 -2.259 -0.1 0.2 0.7
O -0.697 -1.012 2.598 -0.2 0.3 -0.6
H -0.167 3.654 0.900 -0.5 0.2 -0.2
C -2.549 -0.041 -0.332 0.2 1.2 -0.6
H 0.155 0.293 -0.781 0.2 -0.2 -0.4
H 1.355 -2.125 -0.865 0.3 0.3 -0.3
H -0.898 -2.874 -1.306 0.3 -0.4 -0.3
H -1.267 2.633 -0.128 0.4 0.0 0.3
C -2.083 -1.094 -1.200 0.5 -1.6 -1.2
C -0.228 2.930 0.086 0.3 -0.5 0.3
H 2.680 -1.189 -1.711 -0.3 -0.3 0.2
C 1.988 -0.320 0.163 -1.1 -0.3 1.1
```
Forces are in eV/Å.

Computed properties:
* E: -16668.6813 eV
* HOMO-LUMO gap: 10.04 eV
* HOMO level: -9.6 eV
* LUMO energy: 0.3938 eV

Here are the Löwdin charges for atoms 1 to 8, given in e:
1 C -0.54
2 H 0.10
3 C -0.24
4 H 0.11
5 H 0.09
6 C -0.10
7 N 0.12
8 H 0.15



5.
The following is a DFT calculation (ωB97M-V/def2-TZVPD) of C9H16N2O4 as an isolated structure at a distorted geometry.

Structure (XYZ):
```
31
Properties=species:S:1:pos:R:3:forces:R:3
N -0.058 0.320 0.811 -1.0 -4.3 -2.3
H -0.486 -1.232 -2.088 0.5 -0.5 3.4
H -2.332 3.836 -0.423 2.3 -0.3 4.3
H 1.460 -3.300 -3.303 0.1 -0.8 3.5
H -0.726 -4.156 -1.291 0.6 3.3 -1.3
H -0.244 3.959 1.130 -4.9 0.1 -0.7
C 1.294 -3.433 -2.078 0.0 2.3 -0.7
H -2.544 4.159 1.945 3.0 -1.5 -3.4
H 2.795 -1.950 -0.626 -0.3 -0.7 -1.4
H 0.884 -2.204 0.506 -0.8 -0.9 0.9
C 0.967 -0.213 0.061 1.3 2.5 2.2
C -1.682 3.640 0.960 -0.4 1.2 -0.6
H -0.911 -2.790 -2.842 1.4 -2.3 2.0
O -2.377 1.221 0.258 -2.1 1.4 3.4
O 0.790 1.167 2.987 3.4 5.3 2.5
H -0.882 -0.103 0.413 -1.0 0.0 0.6
H -1.656 1.936 2.215 -0.8 -0.6 -0.3
C -1.528 2.104 1.136 -1.1 0.8 -0.4
C -0.302 -3.105 -1.839 -0.7 -3.2 -1.6
H -3.262 1.142 0.805 2.5 0.1 -1.9
N -0.461 -1.845 -1.158 -0.6 1.4 -1.3
O 1.286 3.270 2.002 1.2 -0.3 1.4
C 1.892 -1.992 -1.291 0.3 -2.0 -1.7
H 1.963 -1.288 -2.165 0.2 -0.3 1.2
C 0.870 2.157 2.027 -4.2 -3.0 0.0
H 0.510 2.230 0.253 -0.5 0.3 -3.0
C -0.133 1.671 0.876 2.4 3.1 1.9
C 0.751 -1.629 -0.379 1.3 1.4 -2.5
O 1.973 0.501 0.036 -0.1 -1.8 -1.2
H 1.658 -4.440 -1.602 -0.8 2.0 -1.2
H 0.492 0.368 2.664 -1.2 -2.6 -1.8
```
Forces are in eV/Å.

Computed properties:
* E: -20754.4731 eV
* HOMO-LUMO gap: 10.00 eV
* HOMO level: -9.7 eV
* LUMO energy: 0.3411 eV

Here are the Löwdin charges for atoms 1 to 8, given in e:
1 N 0.07
2 H 0.17
3 H 0.19
4 H 0.13
5 H 0.15
6 H 0.19
7 C -0.11
8 H 0.14



6.
The following is a DFT calculation (ωB97M-V/def2-TZVPD) of a 2-piece molecular cluster, C9H16N3 overall at a distorted geometry.

Structure (XYZ):
```
28
Properties=species:S:1:pos:R:3:forces:R:3
H 0.323 0.506 3.292 0.3 -0.4 0.1
H -2.642 0.090 1.703 -0.6 0.5 -0.4
C -0.341 2.575 -0.167 1.0 0.0 -0.9
H 1.349 0.926 -1.239 0.2 0.3 -0.3
C -2.078 0.801 1.106 2.1 0.3 0.0
C -1.648 2.546 -0.595 -0.3 -1.1 1.8
C 0.195 1.615 0.743 -0.5 3.0 -0.4
C -2.500 1.677 0.139 -1.7 0.6 -0.9
H 1.645 -2.837 1.188 0.1 0.6 -0.7
H 0.683 -3.217 -0.246 0.4 0.1 0.7
H 1.185 1.900 1.116 -0.1 -0.8 0.0
H 0.538 -1.880 -3.370 0.1 0.7 0.0
C -0.694 0.832 1.416 -0.4 -2.0 1.4
H 2.380 -3.236 -0.417 0.6 0.3 0.1
H 0.402 -0.832 2.008 0.1 -0.1 1.0
H 1.700 -0.635 0.386 -0.3 0.1 -1.1
C -0.204 -0.097 2.558 -1.1 0.7 -1.7
N 1.123 0.298 -2.003 0.3 -0.2 1.4
H -3.581 1.804 -0.026 0.5 -0.4 -0.1
H -1.109 -0.561 2.983 0.8 -0.1 0.1
N 1.451 -1.313 -0.343 0.6 0.2 1.1
H 0.207 -2.748 -1.976 0.0 0.1 -0.2
C 1.597 -2.682 0.092 -1.6 -1.8 -0.4
H 0.372 0.702 -2.549 0.0 -0.5 -0.2
H -2.070 3.216 -1.323 0.1 0.2 0.0
N 0.405 -1.839 -2.371 0.1 -1.4 1.0
H 0.311 3.364 -0.569 -0.1 -0.5 0.1
C 1.001 -0.974 -1.534 -0.4 1.4 -1.7
```
Forces are in eV/Å.

Computed properties:
* E: -14056.7951 eV
* HOMO-LUMO gap: 9.71 eV
* net charge: +1
* HOMO level: -12.4 eV
* LUMO energy: -2.7081 eV

Here are the Löwdin charges for atoms 1 to 8, given in e:
1 H 0.09
2 H 0.11
3 C -0.11
4 H 0.08
5 C -0.03
6 C -0.07
7 C -0.12
8 C -0.07



7.
The following is a DFT calculation (ωB97M-V/def2-TZVPD) of C9H16N3PbSe as an isolated structure at a distorted geometry.

Structure (XYZ):
```
30
Properties=species:S:1:pos:R:3:forces:R:3
H 2.087 -0.454 7.344 -0.1 0.1 -0.3
H -1.834 0.573 5.775 0.4 -0.1 0.1
H 2.425 1.580 2.688 -0.9 -0.2 0.2
H -2.415 2.571 3.930 0.2 -0.2 -0.1
C 1.480 -0.051 6.532 -0.9 0.0 0.4
H -0.356 -0.442 7.594 0.1 0.1 -0.2
H 2.339 0.141 -0.107 0.4 0.4 -0.5
C 2.091 0.441 5.372 0.3 -0.2 -0.4
C -0.118 1.019 4.563 -1.0 0.5 -1.2
H -2.262 2.195 2.197 0.1 -0.2 0.2
N -0.656 1.532 3.368 -0.8 0.7 1.5
N -0.865 -1.307 1.808 0.6 0.6 0.0
H 0.145 0.538 -3.472 0.3 0.7 -0.1
H -1.048 -2.308 1.666 0.1 -0.2 0.1
H -1.699 -0.816 2.192 0.1 -0.2 0.0
Se 0.122 2.570 0.755 0.3 0.6 1.3
C 1.247 0.969 4.396 1.0 0.4 -1.2
Pb 0.674 0.451 -0.860 -0.8 -1.7 1.1
H -2.657 0.898 3.373 0.0 -0.1 -0.1
C 0.080 -0.032 6.684 1.1 0.1 0.4
H -0.452 2.091 -2.732 0.3 -0.4 -0.1
C 0.408 1.406 -2.843 0.8 1.0 -0.5
H 1.319 1.994 -3.119 -0.9 -0.6 -0.4
H -0.002 -1.134 2.360 -0.3 -0.5 0.7
C -0.746 0.516 5.692 -0.8 -0.3 -0.2
N 1.497 1.449 3.102 1.2 0.4 1.0
C -2.077 1.817 3.207 0.5 0.1 0.1
C 0.344 1.843 2.483 -0.5 -0.7 -1.4
H -0.533 -0.866 0.921 -0.6 0.0 -0.7
H 3.166 0.452 5.209 -0.2 -0.1 0.2
```
Forces are in eV/Å.

Computed properties:
* E: -84652.3366 eV
* HOMO-LUMO gap (spin up / spin down): 3.09 / 3.09 eV
* net charge: -1
* HOMO level (spin up / spin down): -0.2 / -0.2 eV
* LUMO energy (spin up / spin down): 2.9054 / 2.9064 eV

Here are the Löwdin charges for atoms 1 to 8, given in e:
1 H 0.09
2 H 0.08
3 H 0.15
4 H 0.09
5 C -0.14
6 H 0.09
7 H -0.22
8 C -0.07



8.
The following is a DFT calculation (ωB97M-V/def2-TZVPD) of an isolated ion of composition C9H16N6 and charge +2 at a distorted geometry.

Structure (XYZ):
```
31
Properties=species:S:1:pos:R:3:forces:R:3
N 2.925 0.486 0.434 -3.5 -1.4 -1.2
N -0.313 -2.762 -0.147 0.2 1.4 0.3
H 1.980 3.005 -0.123 0.4 1.1 -0.4
H -1.650 -4.297 -0.439 -2.0 -0.8 -0.7
H -1.299 2.814 -2.573 0.0 0.3 1.3
H -1.528 0.901 0.983 0.2 -0.4 0.8
H 0.506 4.467 -2.549 -1.3 0.5 0.4
H -2.220 -1.854 2.604 -0.1 2.0 -1.4
N 0.019 3.224 -0.976 1.9 2.8 1.2
H 3.438 -0.368 0.491 0.6 0.0 0.2
H -0.356 5.441 -1.167 0.2 -0.9 -0.1
H 1.909 -1.713 0.069 2.5 -1.6 0.0
C -2.130 -1.136 1.678 -0.8 -3.6 1.5
H -0.727 -4.394 1.151 -0.3 -0.5 1.1
N -0.769 -1.049 1.308 1.2 -0.2 0.1
H -2.271 3.472 -1.123 2.4 0.0 -0.1
H -1.108 0.452 2.833 -0.1 -0.2 -1.6
C -0.011 -1.589 0.432 1.7 -1.0 -1.9
N 0.630 1.216 -0.156 2.2 2.1 -0.4
C -1.346 0.145 1.767 -1.3 1.4 1.1
C 1.564 0.320 0.103 2.1 1.4 0.5
H 1.459 -4.044 -0.234 -1.5 -0.3 -0.1
C 1.020 2.669 -0.441 -3.2 -6.8 1.3
C -0.838 -4.080 0.153 1.8 0.9 0.5
C -1.217 3.398 -1.609 -3.3 -1.4 -2.8
H 0.325 -4.025 -1.712 0.2 -0.2 0.4
H -2.765 -1.565 0.877 0.0 1.3 0.3
N 1.248 -1.026 0.015 -4.4 1.2 0.7
C 0.406 -3.917 -0.625 2.0 0.6 -1.0
C -0.234 4.483 -1.708 1.7 0.8 -0.1
H 3.353 1.328 0.684 0.6 1.2 0.2
```
Forces are in eV/Å.

Computed properties:
* E: -18511.8530 eV
* HOMO-LUMO gap: 9.47 eV
* net charge: +2
* HOMO level: -16.6 eV
* LUMO energy: -7.1615 eV

Here are the Löwdin charges for atoms 1 to 8, given in e:
1 N 0.20
2 N 0.01
3 H 0.14
4 H 0.11
5 H 0.16
6 H 0.11
7 H 0.16
8 H 0.17